Here is a structure of composition C34H62BrCsF7KN2NaO9S2 in a non-equilibrium geometry from OMol25. Energies are from ωB97M-V/def2-TZVPD.

Output
F_max = 10.6 eV Å⁻¹

```
! wB97M-V def2-TZVPD RIJCOSX def2/J DEFGRID3
* xyz 1 1
H -3.0252 -0.1784 1.4073
C -3.6062 -2.8700 -3.9093
K 2.8931 0.9325 -6.2354
C -5.2398 0.4568 1.6175
H -0.3356 -2.9520 -5.3538
H -4.5686 -3.3800 -4.2576
O 2.9116 1.9301 -10.0893
H -10.8021 -0.6024 4.3041
H -9.0446 -0.7201 4.5069
S 9.7122 3.6093 -4.7411
C -1.7046 -1.9750 -6.8250
H -5.1429 0.6213 0.4965
H -5.8070 -2.7017 2.1475
H -7.3430 -2.4908 1.2026
H -10.1611 -2.8435 5.2436
O 6.9361 -1.0464 9.9063
O 10.2141 3.5364 -3.3859
C -5.5247 -2.1312 0.0120
H -3.9703 -1.0626 2.7045
H -5.7770 -3.5037 -2.4476
H -3.7369 -1.7475 -4.0697
H -0.0506 -0.4888 -6.3881
C -1.3576 -2.4506 -5.3184
F 11.7347 5.1840 -5.4229
C -3.5369 -3.1866 -2.3215
C -1.6811 0.5430 3.5739
C -5.2069 -3.6779 -0.3135
H -1.7527 -0.4250 -9.0825
O 10.2059 2.5822 -5.6353
H 8.5643 7.4933 -7.2769
H 7.4649 2.1608 9.4393
F 10.0075 6.2386 -4.6881
H -0.9467 -0.6601 6.6522
C 2.1239 2.0506 -9.1454
H 1.5489 0.6550 11.6678
C 2.6478 -1.4317 8.6016
H -6.0992 -4.3105 0.0246
C 5.6462 3.8109 -4.8065
H -3.2271 2.0236 2.8614
O -9.7106 -0.8444 2.5768
C -4.8969 -3.9290 -1.8630
H -2.7940 -0.7396 6.4830
C -1.7119 -0.7572 4.5040
F 5.5645 4.9633 -4.1234
O 1.8451 1.0713 -8.1431
H -1.0555 1.3810 4.0284
H -10.4743 -1.1926 2.1011
C -1.8403 -0.3088 6.0463
H -4.8514 -5.0447 -2.0699
F 4.5316 3.1065 -4.5134
H 9.4265 -0.2129 9.8943
C 3.2069 -0.1702 10.5749
C -6.3173 -2.0230 1.3845
H -5.4565 1.4960 2.0999
H -10.8646 -3.0248 3.6232
C -10.0206 -2.6163 4.1850
C 3.6042 -0.9203 9.4717
C 8.7904 0.1191 10.7205
Cs -0.3759 3.8995 -12.7281
H -3.8175 0.9441 4.2609
H -1.3220 -2.7368 -7.5849
H -9.1231 -3.1292 3.8303
H -4.5288 -1.5953 -0.0040
H -4.3317 -4.0482 0.3238
H 2.6392 -0.5080 -9.4380
H 8.9537 -0.5565 11.5649
H -6.1520 -1.6902 -0.8372
N 8.1811 4.0063 -4.9031
H 2.2142 4.0316 -9.1245
C 10.3958 5.1671 -5.4052
C -6.4890 -0.5447 1.9467
H -0.8008 1.0498 -8.6424
H -1.9064 0.8195 6.0759
Br 0.2766 3.6927 -10.4718
H 0.3544 -1.8817 -8.9894
H -0.7496 -1.3472 4.3910
H -2.8449 -1.9227 -6.8521
H 3.9537 0.2243 11.2552
C 7.3007 0.1713 10.3249
H -1.2300 -1.5538 -4.6224
C -9.9023 -1.1217 3.9617
N 1.4417 3.3531 -9.0058
O 7.1034 2.6245 -3.0137
C -2.3961 -3.5030 -4.7355
H -1.7244 0.2088 -6.4970
C -0.8248 -0.0858 -8.5056
C 0.9003 -0.4282 9.9295
H 6.7743 0.6300 11.1851
H 7.7104 0.8585 8.2716
F 5.5536 4.1492 -6.1115
H -1.8221 -4.1955 -4.0323
H -2.8366 -4.1791 -5.5438
H -6.5597 -0.6239 3.1012
H 9.1412 1.1139 11.0244
H -0.1554 -0.2408 10.0884
H 0.3595 -0.7196 -10.3737
H 2.0609 -0.9949 -7.7743
C 1.8387 -0.2907 -8.6735
C -3.8275 -0.0538 2.1976
C -1.0193 -0.5387 -6.9951
C 1.3075 -1.1778 8.8392
C 0.4169 -0.7648 -9.2341
Na -6.1887 0.8603 3.8595
C -3.1885 0.9809 3.3010
H 2.9371 -2.0247 7.7420
F 9.9877 5.3989 -6.6732
F 0.3787 -1.6710 7.9894
H -3.4054 -2.2030 -1.7565
C 7.1292 1.1566 9.1495
H 7.7057 6.6124 -6.3861
H -2.7022 -3.9014 -2.0567
H 6.0800 1.2375 8.8485
H -7.4897 -0.1150 1.6003
H -2.5765 -1.4540 4.2958
S 7.1732 2.8822 -4.4363
O 7.7406 7.4939 -6.7772
O 7.0838 1.7027 -5.2799
H 4.6594 -1.1060 9.2918
H -1.2414 0.2078 2.5765
C 1.8569 0.0739 10.8057
*
```

Here is a cluster of 10 separate species, C28H62O26S7 in total in a non-equilibrium geometry from OMol25. Energies are from ωB97M-V/def2-TZVPD.

Output
F_max = 4.1 eV Å⁻¹
Expectation value of S² = 0.7561

```
! wB97M-V def2-TZVPD RIJCOSX def2/J DEFGRID3
* xyz 1 2
O 26.9730 -26.8247 -8.1578
C 25.2226 -34.9464 -13.4859
H 27.2767 -36.5179 -11.4191
O 30.5093 -33.1611 -14.3867
H 23.4547 -25.4756 -12.8039
O 26.7840 -31.0819 -12.2543
H 30.7890 -27.6748 -10.4789
C 24.5910 -35.2286 -12.1198
H 28.9364 -33.2670 -6.7517
H 23.0608 -25.5356 -14.4891
O 23.3055 -35.5909 -12.1895
C 23.8625 -25.7402 -13.7796
H 26.0482 -33.5565 -7.6023
H 32.6696 -30.5777 -14.9397
S 32.0963 -29.0329 -16.8228
H 31.4426 -29.3766 -10.7790
H 34.0586 -33.2291 -11.5861
C 27.0273 -31.4575 -13.6248
H 27.3813 -31.3863 -7.9619
S 25.9089 -29.4074 -18.1036
H 25.2912 -24.7708 -8.6055
S 25.0523 -24.2810 -13.9026
S 31.3651 -28.5325 -7.3795
H 29.5671 -29.0048 -8.9265
O 24.3414 -25.9101 -7.3760
H 32.4856 -31.6275 -10.9332
H 30.0472 -27.8393 -15.0965
C 24.6501 -27.0125 -14.1895
O 31.6866 -31.4343 -12.7248
O 26.4593 -27.9417 -17.3618
H 26.6480 -29.6594 -14.7643
C 27.9970 -28.3448 -19.0266
H 33.3429 -30.5082 -11.9164
H 33.3885 -28.9574 -9.2656
H 27.8388 -32.1846 -13.6526
C 28.9948 -32.9901 -7.8043
O 27.7679 -36.0603 -15.0228
H 24.6628 -34.3439 -11.4870
H 28.0448 -32.1203 -9.3625
O 27.2368 -36.0341 -7.8078
H 24.2855 -27.3363 -15.1644
H 27.2801 -25.0402 -15.0977
H 29.6669 -35.6222 -14.0854
H 24.4117 -27.8985 -13.6010
H 26.1698 -36.3830 -14.3659
O 32.1569 -29.5978 -6.7981
O 28.1527 -29.3571 -13.2919
C 25.7720 -26.8603 -8.9509
H 25.8740 -33.2814 -9.3072
H 26.5083 -26.6344 -13.2757
H 31.0208 -30.3183 -15.5772
H 28.1824 -26.7887 -17.3410
S 27.5039 -35.0435 -8.8302
H 32.7658 -27.0492 -15.9409
O 25.2371 -36.2678 -14.1700
O 25.5855 -24.0028 -12.5840
H 27.2797 -26.3129 -18.5864
O 26.9214 -29.1370 -19.3716
H 33.3765 -27.4362 -10.2046
H 28.1970 -30.2548 -15.0926
C 27.4935 -27.2402 -18.0549
H 26.2133 -34.5640 -13.2403
C 31.7087 -28.6556 -14.1511
C 31.9041 -29.8340 -15.1608
H 25.7971 -25.2793 -15.9797
C 26.1431 -26.6408 -14.3027
C 32.4137 -27.2862 -8.2473
C 28.5633 -36.9931 -12.8223
O 24.5132 -29.3888 -18.5278
C 27.4779 -30.1719 -14.2777
H 29.3101 -36.8843 -12.0358
O 30.2772 -33.4128 -11.9043
H 29.7656 -34.1396 -9.4891
O 27.2724 -37.1877 -12.1069
H 28.4933 -27.8999 -19.8890
H 28.7249 -29.0086 -18.5602
O 30.5306 -27.6904 -6.5353
O 32.6190 -33.5205 -12.9510
C 31.3940 -28.5082 -10.1220
C 26.2259 -25.2901 -14.9776
H 32.6623 -28.3042 -13.7572
H 25.1148 -25.7855 -6.8210
C 31.0749 -27.5123 -14.9378
C 24.7841 -25.7345 -8.6524
H 29.8473 -35.0794 -8.0565
H 25.9545 -26.8098 -10.0243
H 30.9709 -26.5928 -14.3618
C 31.7780 -27.3807 -16.2610
O 27.3066 -35.4068 -10.2310
O 33.4010 -29.1581 -17.4620
H 26.7480 -27.3318 -14.8899
O 24.3183 -23.2305 -14.6782
H 27.9452 -35.4329 -15.7275
H 25.2196 -27.7683 -8.7093
C 26.6125 -33.4872 -8.5323
O 26.4318 -30.5888 -17.4547
H 30.7554 -30.3455 -8.9380
C 27.7382 -32.3440 -8.3407
C 32.8418 -31.4756 -11.9521
C 33.5836 -32.6572 -12.3832
H 25.0329 -35.9358 -11.4179
H 28.2752 -34.9531 -13.3629
H 33.1778 -26.9411 -7.5508
C 32.7970 -28.0872 -9.5500
H 31.0990 -28.9287 -13.2898
C 28.6101 -35.8297 -13.9174
H 26.8720 -27.3035 -7.3319
H 31.3778 -26.7645 -17.0662
H 22.9290 -35.7234 -11.3164
H 34.3333 -32.4107 -13.1351
C 30.6259 -29.2632 -8.9416
H 23.9756 -25.4959 -9.3435
H 28.7161 -37.8872 -13.4268
H 24.6345 -34.1999 -14.0198
O 27.2417 -29.0544 -10.8073
H 31.7211 -26.4649 -8.4311
H 26.1080 -31.8331 -14.0741
S 27.8505 -29.9664 -11.7375
H 29.8219 -32.2812 -7.8409
S 31.0461 -32.9431 -13.0144
O 30.9599 -29.4413 -17.6437
C 29.2458 -34.3142 -8.5471
O 29.0493 -30.7025 -11.3217
*
```

no.,E (eV),molecular weight (g/mol)
1,-189675.58173,1114.89
2,-159103.04198,1039.25